ORCA calculation (wB97M-V/def2-TZVPD) on a cluster of 2 separate species, C5H13N2 in total.

Geometry as XYZ:
```
20
Properties=species:S:1:pos:R:3:nbo_charge:R:1
H -4.29 -1.90 -0.57 0.25
C 2.49 2.17 0.32 -0.03
H 3.15 2.08 -0.54 0.17
C 2.07 -0.52 -0.82 -0.48
H -3.32 0.39 -0.15 0.44
H -0.98 0.75 -0.34 0.25
H -1.41 -0.20 1.12 0.24
C -3.33 -1.74 -0.10 -0.42
C -1.38 -0.19 0.03 -0.42
H -0.78 -1.04 -0.26 0.24
H -2.65 -2.51 -0.46 0.24
H -2.73 -0.30 -1.50 0.44
N -2.78 -0.41 -0.49 -0.49
H -3.32 -1.81 0.98 0.24
H 2.44 -1.49 -1.11 0.22
H 1.39 0.03 -1.47 0.19
H 2.25 3.15 0.71 0.18
C 2.31 -0.09 0.42 -0.03
H 2.71 -0.78 1.15 0.21
N 1.99 1.18 0.95 -0.43
```

Charge: +1
ΔE to the lowest compared entry with this formula, charge and spin: 72.0 kcal per mole
Spin multiplicity: 1
Calculated total energy: -307.5068 Eh
Orbital gap: 8.594 eV

=====

ORCA calculation (wB97M-V/def2-TZVPD) on a structure of composition C5H13N2.

Geometry as XYZ:
```
20
Properties=species:S:1:pos:R:3:nbo_charge:R:1
H -0.42 0.57 3.05 0.22
H -2.12 0.03 2.90 0.24
H -1.33 -1.87 1.27 0.25
C 1.56 0.07 -2.35 0.06
H 1.58 -0.45 1.71 0.24
H -1.00 -1.01 3.74 0.25
C 0.74 -1.01 1.32 -0.25
N -0.16 -0.12 0.57 -0.66
H 2.06 0.42 -3.20 0.20
H 0.21 -0.05 -0.75 0.46
N 0.44 0.46 -1.93 -0.42
H -1.59 0.83 -2.40 0.24
H -0.37 1.52 -3.63 0.24
C -0.68 -1.08 1.70 -0.01
H 2.20 -0.54 -1.72 0.19
H -0.23 0.86 0.84 0.39
C -1.07 -0.32 2.92 -0.64
H 1.04 -1.74 0.52 0.21
H -0.40 2.17 -2.00 0.23
C -0.47 1.26 -2.57 -0.45
```

Charge: +1
ΔE to the lowest compared entry with this formula, charge and spin: 90.8 kcal per mole
Spin multiplicity: 1
Calculated total energy: -307.4769 Eh
Orbital gap: 10.876 eV

=====

ORCA calculation (wB97M-V/def2-TZVPD) on the ion C5H13N2 with charge +1.

Geometry as XYZ:
```
20
Properties=species:S:1:pos:R:3:nbo_charge:R:1
H -2.95 0.09 0.75 0.33
H 1.56 -0.66 -2.34 0.39
H -1.68 2.60 -0.09 0.40
C -1.19 -0.31 -0.18 0.42
H 0.97 -1.93 -0.50 0.19
N -2.16 1.92 0.47 -0.84
H 3.35 -1.03 -0.10 0.24
C 1.21 -0.89 -0.27 -0.02
H -2.10 2.03 1.47 0.40
H 2.64 0.34 0.69 0.22
H 0.42 0.35 -1.71 0.33
C 2.50 -0.73 0.51 -0.62
H 2.54 -1.26 1.46 0.22
H -2.95 0.56 -0.93 0.27
H -1.53 -1.30 -0.52 0.22
H 0.35 0.76 0.75 0.26
C -2.33 0.59 -0.02 -0.37
N 1.31 -0.09 -1.52 -0.79
C 0.05 -0.27 0.54 -0.60
H -0.02 -0.75 1.53 0.34
```

Charge: +1
ΔE to the lowest compared entry with this formula, charge and spin: 94.8 kcal per mole
Spin multiplicity: 1
Calculated total energy: -307.4705 Eh
Orbital gap: 6.784 eV

=====

ORCA calculation (wB97M-V/def2-TZVPD) on the ion C5H13N2 with charge +1.

Geometry as XYZ:
```
20
Properties=species:S:1:pos:R:3:nbo_charge:R:1
H -1.25 -1.61 0.45 0.24
H -1.76 -0.04 1.18 0.21
H 1.84 -2.04 0.38 0.21
H 0.20 3.39 -0.89 0.22
H -1.21 0.02 -1.20 0.21
H -0.13 1.12 -2.79 0.42
C 1.04 -2.26 1.12 -0.62
H -0.20 -1.41 2.59 0.23
H 0.38 -2.95 0.52 0.20
H 1.31 -2.86 1.90 0.24
H -0.68 1.91 0.76 0.46
N -0.06 2.15 -2.48 -0.72
H 0.38 -0.29 -0.92 0.23
N -0.41 1.61 -0.21 -0.48
C 0.27 -1.10 1.68 -0.40
C 0.09 2.40 -1.14 0.41
C -0.43 0.21 -0.44 -0.28
C -0.93 -0.59 0.79 -0.40
H 0.96 -0.23 1.83 0.19
H 0.59 2.57 -3.13 0.43
```

Charge: +1
ΔE to the lowest compared entry with this formula, charge and spin: 52.5 kcal per mole
Spin multiplicity: 1
Calculated total energy: -307.5380 Eh
Orbital gap: 10.104 eV

=====

ORCA calculation (wB97M-V/def2-TZVPD) on a cluster of 2 separate species, C5H13N2 in total.

Geometry as XYZ:
```
20
Properties=species:S:1:pos:R:3:nbo_charge:R:1
H -0.32 -1.89 -2.81 0.42
H 2.69 -0.17 -2.97 0.31
H 1.75 0.96 -2.26 0.29
N 0.19 -1.92 -1.98 -0.61
C -1.32 0.30 2.07 -0.23
C -1.02 0.39 3.56 -0.64
N -0.68 0.96 -0.20 -0.87
H -0.63 1.33 3.84 0.22
H -0.20 -2.42 -1.20 0.44
C -0.38 0.77 1.19 -0.04
H -2.05 0.35 4.11 0.23
C 1.13 -0.98 -1.77 0.36
H 0.04 1.48 -0.71 0.36
H -0.32 -0.41 3.78 0.22
C 1.64 -0.05 -2.77 -0.76
H 1.22 0.02 -3.81 0.28
H 0.66 0.73 1.39 0.18
H -1.61 1.35 -0.47 0.40
H -2.30 0.14 1.76 0.20
H 1.52 -0.95 -0.75 0.24
```

Charge: +1
ΔE to the lowest compared entry with this formula, charge and spin: 73.1 kcal per mole
Spin multiplicity: 1
Calculated total energy: -307.5051 Eh
Orbital gap: 6.134 eV

=====

ORCA calculation (wB97M-V/def2-TZVPD) on the ion C5H13N2 with charge +1.

Geometry as XYZ:
```
20
Properties=species:S:1:pos:R:3:nbo_charge:R:1
H -0.90 -0.18 -1.78 0.20
C 0.80 -0.61 1.27 -0.28
C 1.66 -0.93 -1.19 -0.65
C 1.16 -0.03 -0.12 -0.16
H -1.68 -1.33 0.20 0.24
H 1.23 -1.85 -1.12 0.21
H 0.87 -1.74 1.16 0.24
C -0.86 0.37 -0.77 -0.01
H -0.30 0.97 1.57 0.44
H 1.32 -0.44 -2.16 0.24
H -0.55 2.28 -1.43 0.39
H -2.08 2.13 -0.90 0.40
H -0.80 -0.32 2.53 0.44
H 1.37 -0.30 2.11 0.23
N -0.51 0.01 1.57 -0.49
N -1.14 1.75 -0.78 -0.91
H 2.82 -0.86 -1.01 0.24
H -2.43 0.23 0.58 0.23
C -1.54 -0.24 0.47 -0.27
H 1.54 1.07 -0.19 0.23
```

Charge: +1
ΔE to the lowest compared entry with this formula, charge and spin: 93.4 kcal per mole
Spin multiplicity: 1
Calculated total energy: -307.4727 Eh
Orbital gap: 9.520 eV

=====

ORCA calculation (wB97M-V/def2-TZVPD) on the ion C5H13N2O with charge -1.

Geometry as XYZ:
```
21
Properties=species:S:1:pos:R:3:nbo_charge:R:1
N 1.84 -0.34 1.81 -0.85
C -0.90 1.04 -0.34 -0.27
H 1.43 -0.77 -1.45 0.17
H -1.09 -2.08 -0.01 0.18
H -0.25 -1.81 -1.52 0.16
C -0.87 -1.33 -0.77 -0.42
H -1.76 -0.95 -1.27 0.23
H 2.97 -0.95 0.27 0.17
C 1.24 -0.04 -0.67 -0.23
H -2.36 1.84 1.02 0.07
H 0.94 0.06 1.99 0.38
C -2.35 0.99 0.28 -0.02
H -2.35 0.04 0.86 0.07
O -3.31 1.15 -0.64 -0.96
H 2.97 0.74 0.47 0.16
H -1.16 1.25 -1.39 0.18
N -0.13 -0.20 -0.16 -0.47
H -0.33 1.87 0.09 0.16
H 1.37 0.94 -1.09 0.18
C 2.32 -0.15 0.45 -0.22
H 1.78 -1.31 2.10 0.35
```

Charge: -1
ΔE to the lowest compared entry with this formula, charge and spin: 40.7 kcal per mole
Spin multiplicity: 1
Calculated total energy: -382.9990 Eh
Orbital gap: 6.036 eV

=====

ORCA calculation (wB97M-V/def2-TZVPD) on the ion C5H13N2O with charge -1.

Geometry as XYZ:
```
21
Properties=species:S:1:pos:R:3:nbo_charge:R:1
H -1.16 -0.96 -1.73 0.22
H -1.65 0.63 -1.58 0.22
H 1.64 -1.30 -2.02 0.33
H -1.61 -0.67 1.63 -0.01
C -1.30 -0.32 2.74 0.04
H 2.02 0.50 -0.02 0.19
C -0.83 0.01 -2.08 -0.65
C 0.57 0.48 -1.65 -0.04
H 0.84 -0.98 0.01 0.15
C 0.96 0.16 -0.15 -0.21
H 0.81 -0.57 2.30 0.17
C 0.21 0.28 2.24 -0.29
H -0.94 0.00 -3.18 0.19
H -1.97 0.49 3.09 0.08
H 1.21 -0.58 -3.31 0.33
H 0.56 1.05 2.99 0.16
N 0.20 0.90 0.83 -0.67
N 1.70 -0.44 -2.41 -0.83
H -0.79 0.91 0.50 0.33
H 0.65 1.53 -1.93 0.19
O -1.12 -1.12 3.73 -0.91
```

Charge: -1
ΔE to the lowest compared entry with this formula, charge and spin: 53.4 kcal per mole
Spin multiplicity: 1
Calculated total energy: -382.9788 Eh
Orbital gap: 5.865 eV

=====

ORCA calculation (wB97M-V/def2-TZVPD) on a cluster of 2 separate species, C5H13N2O in total.

Geometry as XYZ:
```
21
Properties=species:S:1:pos:R:3:nbo_charge:R:1
H 0.48 -3.34 -0.32 0.32
C 1.27 -2.16 1.18 -0.25
C 0.99 -0.70 1.57 -0.03
H -2.62 -0.64 -0.79 0.19
H 2.21 -2.11 0.62 0.16
H -1.10 3.02 -1.57 0.17
H 0.98 3.33 -0.57 0.32
C -1.51 1.14 -0.60 -0.12
H 1.34 -2.84 2.03 0.14
H -0.05 1.61 -2.03 0.17
N 0.16 -2.61 0.31 -0.86
O 1.14 0.09 0.47 -0.98
H -1.60 1.22 0.47 0.20
H 0.03 -1.81 -0.31 0.38
H -2.04 0.14 -2.37 0.17
H 1.66 -0.44 2.42 0.09
C -2.10 0.17 -1.29 -0.46
N 0.38 2.61 -0.18 -0.88
H 0.95 1.82 0.17 0.44
C -0.54 2.14 -1.21 -0.26
H -0.03 -0.63 2.00 0.10
```

Charge: -1
ΔE to the lowest compared entry with this formula, charge and spin: 27.2 kcal per mole
Spin multiplicity: 1
Calculated total energy: -383.0205 Eh
Orbital gap: 7.096 eV

=====

ORCA calculation (wB97M-V/def2-TZVPD) on the ion C5H13N2O with charge -1.

Geometry as XYZ:
```
21
Properties=species:S:1:pos:R:3:nbo_charge:R:1
H -1.22 1.46 1.32 0.16
C -1.18 0.48 -1.08 -0.42
H 1.28 -0.01 0.39 0.33
H -1.62 1.37 -0.61 0.18
O 1.16 -1.57 2.30 -0.95
C -0.24 0.96 -2.15 -0.22
H 0.54 0.26 -2.45 0.22
N 0.65 -0.73 0.06 -0.72
N 0.47 2.23 -1.80 -0.85
H -0.19 2.92 -1.45 0.33
H 2.26 -1.90 0.64 0.08
C 1.22 -1.84 1.00 0.15
H -2.11 0.07 1.79 0.19
H 1.12 2.09 -1.05 0.35
H -0.81 1.32 -3.01 0.17
H -0.30 0.23 2.24 0.27
H -1.31 -1.28 0.17 0.17
H -2.05 -0.04 -1.53 0.19
C -0.73 -0.35 0.18 -0.04
H 0.56 -2.72 0.75 0.06
C -1.10 0.38 1.52 -0.65
```

Charge: -1
ΔE to the lowest compared entry with this formula, charge and spin: 27.2 kcal per mole
Spin multiplicity: 1
Calculated total energy: -383.0206 Eh
Orbital gap: 6.498 eV

=====

ORCA calculation (wB97M-V/def2-TZVPD) on the ion C5H13N2O with charge +1.

Geometry as XYZ:
```
21
Properties=species:S:1:pos:R:3:nbo_charge:R:1
H -1.03 0.01 2.10 0.25
H -1.73 0.32 -1.32 0.44
H 1.85 -2.52 0.16 0.41
H 0.52 1.00 0.50 0.27
H -0.62 1.49 -1.39 0.46
N 1.54 -1.45 0.06 -0.66
H -2.41 0.03 1.07 0.26
C -1.48 0.49 1.13 -0.55
C 2.26 -0.78 -1.01 -0.46
H -2.22 2.21 2.18 0.15
O -1.35 2.64 0.34 -0.53
H -0.03 -1.31 1.48 0.20
H -0.45 -2.09 -0.02 0.22
H 2.95 -0.05 -0.56 0.20
C -0.30 0.26 0.20 -0.07
C -1.61 2.00 1.28 0.47
H 1.89 -0.02 -1.77 0.17
N -0.73 0.53 -1.19 -0.69
H -0.15 -0.03 -1.95 0.46
C 0.16 -1.21 0.31 -0.24
H 2.92 -1.52 -1.60 0.24
```

Charge: +1
ΔE to the lowest compared entry with this formula, charge and spin: 96.2 kcal per mole
Spin multiplicity: 1
Calculated total energy: -382.7083 Eh
Orbital gap: 8.894 eV

=====

ORCA calculation (wB97M-V/def2-TZVPD) on the ion C5H13N2O with charge +1.

Geometry as XYZ:
```
21
Properties=species:S:1:pos:R:3:nbo_charge:R:1
H 1.49 -0.34 -2.50 0.24
H 2.01 1.19 -0.97 0.25
H 0.17 2.70 1.73 0.45
H 1.71 -2.29 -0.85 0.21
H 0.36 -2.65 -2.09 0.21
H -1.07 1.56 -0.72 0.23
O -0.20 -2.23 -0.27 -0.78
C -0.09 1.76 -0.32 -0.25
H 0.12 2.74 -0.83 0.25
N -1.01 -0.29 1.52 -0.76
H -0.27 -0.31 -2.18 0.21
H -1.13 1.36 2.80 0.21
C 0.78 -1.97 -1.35 -0.05
C -0.89 1.02 1.88 0.40
H -1.60 -1.00 2.01 0.45
N -0.30 1.93 1.16 -0.52
H -0.44 -0.61 0.68 0.46
C 0.75 -0.47 -1.74 -0.44
H -1.06 -2.41 -0.42 0.48
H 1.35 0.24 0.25 0.22
C 0.97 0.69 -0.71 -0.46
```

Charge: +1
ΔE to the lowest compared entry with this formula, charge and spin: 55.3 kcal per mole
Spin multiplicity: 1
Calculated total energy: -382.7735 Eh
Orbital gap: 10.727 eV

=====

What are the highest occupied orbital energy values for these records? In order: -12.189 -14.396 -13.852 -14.483 -11.212 -12.578 -2.303 -2.432 -2.922 -2.652 -12.228 -14.194 eV.
What are the strongest force on any atom values for these records? In order: 1.44 4.58 3.43 4.30 4.69 5.65 1.55 6.11 0.92 1.79 5.78 5.36 eV/A.